# 1
Entry from OMol25: a cluster of 18 separate species, C58H91N9O17S5 in total at a distorted geometry (ωB97M-V/def2-TZVPD).

Cartesian coordinates (Å):
N: 12.68 -30.08 0.92
C: 13.83 -30.02 1.67
C: 14.28 -31.31 1.78
C: 13.35 -32.20 1.09
C: 12.43 -31.37 0.49
H: 12.26 -29.28 0.47
H: 14.18 -29.09 2.08
H: 15.14 -31.66 2.33
H: 13.40 -33.28 0.90
H: 11.51 -31.55 -0.10
N: 3.91 -30.05 -1.37
C: 3.40 -30.78 -2.45
C: 3.76 -30.18 -3.61
C: 4.59 -29.06 -3.27
C: 4.65 -29.02 -1.90
H: 3.65 -30.15 -0.40
H: 2.91 -31.72 -2.35
H: 3.60 -30.57 -4.60
H: 5.12 -28.37 -3.92
H: 5.27 -28.38 -1.26
N: 8.84 -26.08 -6.08
C: 7.99 -26.81 -5.28
C: 8.69 -27.29 -4.20
C: 10.02 -26.84 -4.34
C: 10.07 -26.06 -5.48
H: 8.58 -25.51 -6.89
H: 6.95 -26.94 -5.49
H: 8.22 -27.80 -3.37
H: 10.81 -27.03 -3.66
H: 10.82 -25.52 -6.00
N: 12.44 -22.42 -4.02
C: 13.75 -22.55 -3.64
C: 13.90 -23.67 -2.89
C: 12.58 -24.28 -2.86
C: 11.73 -23.50 -3.60
H: 12.04 -21.64 -4.51
H: 14.41 -21.71 -3.89
H: 14.79 -23.95 -2.34
H: 12.27 -25.17 -2.33
H: 10.65 -23.52 -3.68
N: 10.72 -23.07 2.90
C: 9.61 -23.10 2.14
C: 9.91 -22.66 0.89
C: 11.29 -22.35 0.90
C: 11.79 -22.67 2.12
H: 10.80 -23.46 3.83
H: 8.68 -23.40 2.59
H: 9.23 -22.50 0.06
H: 11.84 -22.02 0.05
H: 12.82 -22.59 2.49
N: 3.75 -22.47 3.74
C: 4.31 -21.68 2.79
C: 5.68 -21.94 2.80
C: 5.93 -22.78 3.93
C: 4.70 -23.15 4.41
H: 2.79 -22.49 4.01
H: 3.68 -20.98 2.19
H: 6.44 -21.43 2.21
H: 6.88 -23.13 4.28
H: 4.45 -23.67 5.32
N: 16.07 -27.65 5.89
C: 16.81 -26.53 5.71
C: 16.22 -25.82 4.69
C: 15.06 -26.59 4.28
C: 15.00 -27.66 5.06
H: 16.32 -28.43 6.50
H: 17.72 -26.38 6.32
H: 16.49 -24.88 4.20
H: 14.39 -26.24 3.53
H: 14.29 -28.46 5.01
N: 6.16 -22.34 -2.97
C: 7.06 -23.14 -3.73
C: 7.54 -24.05 -2.82
C: 6.99 -23.71 -1.53
C: 6.12 -22.64 -1.62
H: 5.68 -21.58 -3.44
H: 7.16 -22.93 -4.81
H: 8.26 -24.82 -3.03
H: 7.12 -24.31 -0.64
H: 5.49 -22.20 -0.86
N: 13.24 -28.96 -4.63
C: 13.06 -27.90 -3.77
C: 13.37 -28.41 -2.51
C: 13.80 -29.78 -2.65
C: 13.71 -30.05 -3.97
H: 13.16 -28.96 -5.64
H: 12.76 -26.92 -4.07
H: 13.25 -27.91 -1.56
H: 14.10 -30.49 -1.92
H: 13.94 -30.98 -4.45
C: 14.06 -25.61 0.68
S: 15.25 -24.24 1.13
O: 15.08 -23.97 2.58
C: 16.81 -25.24 0.99
H: 14.34 -25.94 -0.33
H: 13.01 -25.35 0.83
H: 14.31 -26.40 1.38
H: 16.85 -25.74 0.02
H: 16.77 -25.92 1.83
H: 17.65 -24.59 1.22
C: 5.17 -25.23 1.19
S: 5.48 -26.96 1.68
O: 6.56 -27.57 0.86
C: 6.32 -26.59 3.26
H: 4.55 -25.27 0.29
H: 6.18 -24.80 1.07
H: 4.58 -24.73 2.00
H: 5.73 -25.86 3.82
H: 7.30 -26.17 3.08
H: 6.37 -27.55 3.78
C: 10.39 -29.90 -2.72
S: 9.17 -31.08 -2.16
O: 9.32 -31.14 -0.67
C: 7.70 -30.14 -2.40
H: 10.06 -29.54 -3.69
H: 11.44 -30.19 -2.80
H: 10.38 -29.00 -2.10
H: 7.46 -29.92 -3.45
H: 7.70 -29.21 -1.80
H: 6.87 -30.76 -1.99
C: 4.14 -27.42 7.53
S: 4.42 -26.07 6.36
O: 3.71 -24.85 6.82
C: 6.14 -25.78 6.76
H: 4.54 -27.27 8.53
H: 4.40 -28.41 7.11
H: 3.03 -27.40 7.48
H: 6.44 -24.76 6.49
H: 6.74 -26.54 6.24
H: 6.31 -25.93 7.86
C: 9.76 -25.88 -0.18
S: 10.44 -27.25 0.75
O: 11.85 -27.42 0.30
C: 10.56 -26.32 2.31
H: 8.81 -25.61 0.23
H: 9.66 -26.10 -1.25
H: 10.40 -25.00 -0.09
H: 9.63 -26.29 2.87
H: 10.94 -25.31 2.12
H: 11.36 -26.85 2.85
C: 11.76 -26.32 6.60
C: 10.78 -27.49 6.75
O: 9.57 -26.99 6.13
C: 9.88 -25.80 5.53
O: 9.11 -25.20 4.86
O: 11.15 -25.38 5.70
H: 12.71 -26.50 6.10
H: 12.01 -25.70 7.50
H: 10.62 -27.69 7.80
H: 11.09 -28.39 6.21
C: 15.19 -22.43 6.45
C: 14.55 -23.79 6.70
O: 13.64 -23.55 7.81
C: 13.46 -22.22 7.92
O: 12.73 -21.70 8.70
O: 14.24 -21.54 7.04
H: 15.32 -22.18 5.40
H: 16.14 -22.33 6.95
H: 15.30 -24.49 6.98
H: 13.93 -24.12 5.87
C: 10.98 -32.03 3.62
C: 10.41 -30.70 3.17
O: 11.25 -29.67 3.83
C: 12.05 -30.35 4.73
O: 12.71 -29.80 5.52
O: 11.92 -31.70 4.64
H: 11.47 -32.56 2.79
H: 10.22 -32.63 4.20
H: 9.37 -30.55 3.47
H: 10.58 -30.46 2.13
C: 7.21 -32.04 1.63
C: 6.71 -30.65 1.32
O: 6.51 -30.07 2.60
C: 7.06 -30.86 3.58
O: 7.00 -30.64 4.73
O: 7.58 -31.99 3.05
H: 8.06 -32.34 1.03
H: 6.43 -32.81 1.57
H: 5.73 -30.70 0.84
H: 7.45 -30.07 0.75

energy	-164010.772	eV
orbital gap	0.3056	hartree
spin multiplicity	1
molecular weight	1346.7	g/mol
E_LUMO	0.0113	hartree
HOMO	-8.01	eV

=====

# 2
Entry from OMol25: the molecule C5H7NO2 at a distorted geometry (ωB97M-V/def2-TZVPD).

Cartesian coordinates (Å):
C: 0.18 0.28 0.11
C: -1.27 0.83 0.60
C: -1.44 -0.66 1.07
C: 0.55 -0.14 -1.37
C: 1.35 0.62 -2.07
H: 1.06 -2.05 2.39
H: 1.08 0.99 0.42
H: -1.96 1.32 -0.17
H: -0.93 1.55 1.47
H: 0.02 -1.15 -1.84
H: 1.72 1.49 -1.25
H: 1.26 0.86 -3.34
N: -0.06 -0.56 1.37
O: 0.76 -1.90 1.33
O: -2.31 -1.48 1.29

energy	-10876.922	eV
orbital gap	0.3894	hartree
spin multiplicity	1
molecular weight	113.1	g/mol
E_LUMO	0.0148	hartree
HOMO	-10.20	eV

=====

# 3
Entry from OMol25: the molecule C5H9Br at a distorted geometry (ωB97M-V/def2-TZVPD).

Cartesian coordinates (Å):
C: -1.47 0.09 -0.29
C: 0.26 0.94 -1.08
C: -0.02 -0.01 0.07
C: 0.34 0.60 1.41
C: 0.61 -1.38 -0.12
Br: 0.55 0.35 -2.83
H: -2.05 0.90 0.10
H: -1.88 -0.54 -1.06
H: 0.08 2.00 -0.98
H: -0.11 1.59 1.52
H: 1.42 0.68 1.53
H: -0.05 -0.03 2.21
H: 0.44 -2.00 0.76
H: 1.69 -1.28 -0.27
H: 0.19 -1.90 -0.98

energy	-75371.108	eV
orbital gap	0.3206	hartree
spin multiplicity	1
molecular weight	149.0	g/mol
E_LUMO	0.0278	hartree
HOMO	-7.97	eV

=====

# 4
Entry from OMol25: a structure of composition C22H24BN7Sn at a distorted geometry (ωB97M-V/def2-TZVPD).

Cartesian coordinates (Å):
H: 2.16 -1.58 1.52
N: 1.11 -1.84 -0.33
B: 0.05 -2.81 -2.45
N: 0.90 -2.93 -1.14
C: 1.46 -4.02 -0.58
Sn: 0.35 0.20 -0.73
H: 1.36 -4.98 -1.06
C: 2.08 -3.62 0.60
H: 2.62 -4.24 1.28
C: 1.84 -2.25 0.73
H: -0.10 -3.86 -2.99
C: -0.40 2.12 -1.57
H: -0.10 2.95 -0.92
H: -1.49 2.04 -1.60
H: 0.00 2.26 -2.59
N: 0.78 -1.80 -3.39
N: -1.31 -2.16 -2.04
N: 1.02 -0.53 -2.91
N: -1.36 -0.95 -1.37
C: 1.28 -1.89 -4.64
C: -2.55 -2.62 -2.21
H: 1.18 -2.82 -5.18
H: -2.70 -3.58 -2.69
C: 1.84 -0.67 -4.97
C: -3.44 -1.69 -1.68
C: 1.66 0.16 -3.86
C: -2.66 -0.64 -1.18
H: 2.32 -0.41 -5.89
H: -4.51 -1.76 -1.64
H: 1.97 1.19 -3.71
H: -2.98 0.28 -0.71
H: 1.72 1.28 -0.94
C: 2.95 1.29 4.37
C: 3.33 1.02 3.05
C: 2.36 0.83 2.07
C: 0.99 0.94 2.39
C: 0.62 1.18 3.74
C: 1.60 1.36 4.71
N: -0.02 0.83 1.43
C: -1.17 1.62 1.61
C: -2.45 1.02 1.71
C: -3.58 1.80 1.94
C: -3.46 3.19 2.04
C: -2.21 3.81 1.91
C: -1.08 3.03 1.69
H: 3.71 1.44 5.14
H: 4.38 0.95 2.78
H: 2.65 0.64 1.03
H: -0.45 1.22 3.98
H: 1.28 1.57 5.73
H: -2.50 -0.07 1.64
H: -4.55 1.31 2.05
H: -4.35 3.80 2.26
H: -2.11 4.89 1.98
H: -0.09 3.49 1.59

energy	-40141.829	eV
orbital gap	0.2729	hartree
spin multiplicity	1
molecular weight	516.0	g/mol
E_LUMO	0.0180	hartree
HOMO	-6.94	eV

=====

# 5
Entry from OMol25: a structure of composition C4H7NaO3 at a distorted geometry (ωB97M-V/def2-TZVPD).

Cartesian coordinates (Å):
H: -3.19 -2.44 -0.53
O: -0.25 1.25 0.20
C: 0.72 0.35 0.19
O: 0.56 -0.85 0.35
O: 1.86 0.94 -0.03
C: 3.02 0.12 -0.14
H: 3.18 -0.43 0.80
H: 2.91 -0.59 -0.97
H: 3.85 0.80 -0.33
C: -1.54 0.81 0.52
H: -1.73 0.78 1.60
C: -2.44 0.56 -0.43
H: -2.18 0.65 -1.48
H: -3.45 0.29 -0.14
Na: -1.34 -2.23 0.39

energy	-14818.298	eV
orbital gap	0.2345	hartree
spin multiplicity	1
molecular weight	126.1	g/mol
E_LUMO	-0.0004	hartree
HOMO	-6.39	eV

=====

# 6
Entry from OMol25: a cluster of 2 separate species, C5H15NO in total at a distorted geometry (ωB97M-V/def2-TZVPD).

Cartesian coordinates (Å):
C: 1.44 0.81 -1.88
N: 0.23 0.68 -1.07
C: -0.56 -1.61 1.85
C: -0.76 -0.61 0.69
C: 0.57 -0.18 0.09
C: 1.49 -1.34 -0.11
H: 1.23 1.11 -2.93
H: 1.98 -0.10 -2.10
H: 2.23 1.46 -1.34
H: -0.48 0.13 -1.62
H: -0.21 -2.58 1.64
H: -1.58 -1.83 2.23
H: 0.04 -1.22 2.74
H: -1.57 -1.06 0.03
H: -1.25 0.29 1.20
H: 1.05 0.64 0.79
H: 2.58 -0.85 -0.45
H: 1.70 -2.04 0.69
H: 1.31 -1.98 -0.97
H: -1.59 2.61 0.81
H: -1.89 1.99 -0.48
O: -2.28 2.04 0.42

energy	-8964.314	eV
orbital gap	0.3787	hartree
spin multiplicity	1
molecular weight	105.2	g/mol
E_LUMO	0.0338	hartree
HOMO	-9.39	eV

=====

# 7
Entry from OMol25: the molecule C7H10N2OS at a distorted geometry (ωB97M-V/def2-TZVPD).

Cartesian coordinates (Å):
C: 0.40 0.30 0.14
C: 0.30 -1.16 -0.23
C: 1.72 0.54 0.14
C: -1.00 -1.86 -0.13
C: -2.09 -1.00 0.54
C: -2.26 0.26 -0.30
C: 2.27 1.88 0.52
N: 1.50 -1.59 -0.43
N: 2.34 -0.57 -0.26
O: -0.72 2.37 -1.03
S: -0.91 1.53 0.20
H: -1.33 -2.04 -1.11
H: -0.75 -2.87 0.26
H: -3.00 -1.48 0.48
H: -1.70 -0.76 1.52
H: -2.03 0.15 -1.44
H: -3.34 0.48 -0.16
H: 3.45 1.82 0.33
H: 1.88 2.73 0.04
H: 2.00 1.95 1.54
H: 3.24 -0.70 -0.62

energy	-23281.824	eV
orbital gap	0.3532	hartree
spin multiplicity	1
molecular weight	170.2	g/mol
E_LUMO	0.0307	hartree
HOMO	-8.78	eV

=====

# 8
Entry from OMol25: a cluster of 11 separate species, C49H68N11O in total at a distorted geometry (ωB97M-V/def2-TZVPD).

Cartesian coordinates (Å):
C: -2.37 -0.44 -0.24
C: -0.98 -0.61 0.29
C: 0.03 -0.20 -0.91
C: 1.41 0.17 -0.27
C: 1.28 1.35 0.63
C: 0.31 1.22 1.82
N: -0.90 0.37 1.44
O: -1.75 0.32 2.32
C: -0.32 2.61 2.17
C: 1.07 0.60 3.08
C: -0.84 -1.94 0.71
H: -2.49 -1.24 -1.03
H: -2.49 0.69 -0.68
H: -3.10 -0.67 0.55
H: -0.19 0.63 -1.36
H: 0.02 -1.00 -1.73
H: 2.12 0.38 -1.14
H: 1.79 -0.64 0.30
H: 1.06 2.15 -0.20
H: 2.26 1.54 1.16
H: 0.39 3.29 2.08
H: -0.77 2.41 3.10
H: -0.84 2.81 1.30
H: 0.53 1.07 4.05
H: 2.14 0.86 3.12
H: 1.05 -0.54 2.96
H: -1.44 -2.37 1.44
H: 0.08 -2.04 1.34
H: -0.82 -2.74 0.10
N: 6.46 -1.26 -0.25
C: 6.19 -0.26 0.69
C: 5.56 0.93 -0.08
C: 5.51 0.52 -1.46
C: 6.19 -0.94 -1.56
H: 6.64 -2.28 0.15
H: 6.56 -0.57 1.62
H: 5.14 1.88 0.46
H: 5.08 0.96 -2.29
H: 6.29 -1.59 -2.38
N: -3.21 -4.62 0.47
C: -2.18 -5.47 0.55
C: -1.82 -5.84 -0.81
C: -2.62 -5.12 -1.77
C: -3.50 -4.25 -0.83
H: -3.76 -4.39 1.33
H: -2.07 -6.07 1.40
H: -1.07 -6.51 -1.01
H: -2.58 -5.07 -2.90
H: -4.31 -3.43 -1.06
N: -5.53 -4.19 2.55
C: -4.53 -4.99 3.16
C: -3.48 -3.99 3.65
C: -3.89 -2.65 3.07
C: -5.32 -2.82 2.49
H: -6.51 -4.37 2.21
H: -4.73 -5.93 3.38
H: -2.62 -4.28 4.40
H: -3.69 -1.61 3.35
H: -5.90 -2.03 2.30
N: 0.01 4.72 6.53
C: -1.09 5.42 6.77
C: -2.23 4.62 6.05
C: -1.53 3.50 5.32
C: -0.06 3.66 5.68
H: 1.03 5.01 6.69
H: -1.09 6.41 7.37
H: -3.17 4.99 6.13
H: -2.03 2.62 4.77
H: 0.95 3.16 5.49
N: 1.38 2.81 -3.43
C: 1.04 2.16 -4.54
C: -0.43 1.76 -4.44
C: -0.94 2.52 -3.16
C: 0.24 3.28 -2.70
H: 2.42 3.19 -3.49
H: 1.82 1.94 -5.30
H: -0.79 1.26 -5.15
H: -2.03 2.61 -2.57
H: 0.32 3.83 -1.78
N: -2.95 -1.69 -5.72
C: -1.61 -1.79 -6.27
C: -0.72 -2.05 -5.10
C: -1.55 -1.99 -3.92
C: -2.93 -1.82 -4.35
H: -3.70 -1.76 -6.17
H: -1.44 -1.71 -7.26
H: 0.45 -2.12 -5.23
H: -1.34 -2.43 -2.99
H: -3.72 -1.64 -3.86
N: 0.53 6.49 0.70
C: -0.16 6.46 1.93
C: 0.80 5.97 2.95
C: 2.09 5.80 2.24
C: 1.77 6.14 0.74
H: 0.07 6.65 -0.13
H: -1.11 6.72 2.15
H: 0.69 5.84 4.15
H: 2.97 5.34 2.81
H: 2.51 6.13 -0.15
N: 3.86 -2.73 0.37
C: 3.68 -2.59 1.72
C: 2.54 -3.57 2.23
C: 2.26 -4.41 1.04
C: 3.18 -3.90 -0.08
H: 4.67 -2.22 -0.08
H: 4.29 -1.78 2.23
H: 2.20 -3.66 3.24
H: 1.49 -5.47 0.82
H: 3.25 -4.41 -1.07
N: -3.99 1.88 -0.45
C: -3.94 2.09 0.85
C: -3.06 3.33 1.00
C: -2.76 3.74 -0.43
C: -3.51 2.83 -1.28
H: -4.72 1.14 -0.91
H: -4.47 1.45 1.54
H: -2.79 3.67 1.88
H: -2.02 4.48 -0.68
H: -3.76 2.81 -2.41
N: 4.51 -1.33 -4.97
C: 4.39 -2.52 -5.73
C: 3.31 -3.49 -5.13
C: 2.64 -2.72 -3.97
C: 3.50 -1.38 -3.95
H: 5.01 -0.38 -5.20
H: 5.03 -2.65 -6.43
H: 3.24 -4.49 -5.38
H: 1.73 -3.00 -3.42
H: 3.22 -0.55 -3.37

energy	-70319.143	eV
orbital gap	0.1606	hartree
spin multiplicity	1
molecular weight	827.2	g/mol
net charge	+1
E_LUMO	-0.1876	hartree
HOMO	-9.47	eV

=====

# 9
Entry from OMol25: a cluster of 3 separate species, C13H24N3O6 in total at a distorted geometry (ωB97M-V/def2-TZVPD).

Cartesian coordinates (Å):
C: 1.21 -5.44 -3.10
C: 0.35 -6.09 -2.15
C: 0.59 -6.06 -0.59
N: 1.32 -4.91 -0.11
C: 1.38 -5.12 1.33
N: 2.07 -4.07 2.08
C: 1.67 -2.69 1.61
C: 2.85 -2.11 0.66
C: 0.66 -6.41 1.75
N: 0.19 -6.95 0.46
H: 2.24 -5.01 -2.85
H: 0.87 -5.36 -4.20
H: -0.57 -6.62 -2.60
H: 1.69 -4.16 -0.71
H: 1.82 -4.20 3.08
H: 0.64 -2.69 1.08
H: 1.62 -1.99 2.52
H: 2.62 -2.25 -0.46
H: 2.97 -0.99 0.94
H: 3.86 -2.65 0.83
H: 0.54 -6.79 2.81
H: -0.33 -7.82 0.33
C: 2.41 3.95 1.25
O: 1.97 2.61 1.47
C: 0.66 2.42 1.24
O: -0.13 3.26 0.88
O: 0.38 1.13 1.48
C: -0.99 0.78 1.28
H: 3.48 3.99 1.46
H: 2.26 4.25 0.21
H: 1.90 4.64 1.93
H: -1.28 0.94 0.24
H: -1.63 1.34 1.96
H: -1.10 -0.28 1.50
C: -1.12 5.37 -0.55
O: -1.85 6.09 -1.54
C: -3.18 5.94 -1.46
O: -3.78 5.28 -0.65
O: -3.74 6.67 -2.45
C: -5.17 6.60 -2.49
H: -0.06 5.57 -0.71
H: -1.39 5.72 0.45
H: -1.30 4.30 -0.65
H: -5.60 7.00 -1.56
H: -5.50 5.58 -2.66
H: -5.51 7.22 -3.32

energy	-30615.728	eV
orbital gap	0.2860	hartree
spin multiplicity	1
molecular weight	318.3	g/mol
net charge	+1
E_LUMO	-0.1533	hartree
HOMO	-11.95	eV

=====

> What is the E_LUMO in the sixth record?

0.0338 hartree